Here is 21 unconnected molecules or ions with the total composition C53H106Br20O33 in a non-equilibrium geometry from the OMol25 dataset. Energies are from ωB97M-V with the def2-TZVPD basis set.

Geometry (Å):
Br (4.57, -0.94, 1.25)
C (6.16, 0.12, 1.00)
C (7.10, -0.20, 2.13)
Br (8.76, 0.83, 2.19)
H (5.84, 1.14, 0.95)
H (6.54, -0.11, 0.01)
H (7.44, -1.25, 2.01)
H (6.59, -0.15, 3.07)
Br (4.40, 1.73, 5.23)
C (3.17, 0.14, 4.91)
C (2.24, -0.07, 6.01)
Br (1.46, -1.96, 5.74)
H (3.82, -0.68, 4.69)
H (2.64, 0.41, 3.98)
H (1.38, 0.61, 6.00)
H (2.77, -0.04, 6.96)
Br (-5.11, -1.44, 1.09)
C (-5.38, -0.77, -0.78)
C (-6.82, -0.25, -0.80)
Br (-7.24, 0.53, -2.60)
H (-5.21, -1.63, -1.43)
H (-4.62, 0.01, -0.90)
H (-6.97, 0.44, 0.00)
H (-7.53, -1.08, -0.81)
Br (1.15, 3.12, 2.71)
C (2.88, 3.01, 1.78)
C (3.26, 4.20, 1.01)
Br (5.06, 3.89, 0.35)
H (2.79, 2.13, 1.07)
H (3.59, 2.77, 2.56)
H (3.26, 5.15, 1.51)
H (2.60, 4.25, 0.11)
Br (-2.16, -2.61, 3.97)
C (-1.84, -4.40, 3.16)
C (-2.16, -4.22, 1.66)
Br (-2.05, -5.93, 0.67)
H (-2.63, -5.01, 3.59)
H (-0.81, -4.64, 3.39)
H (-1.46, -3.54, 1.17)
H (-3.17, -3.81, 1.52)
Br (3.21, -1.18, -7.96)
C (2.93, 0.19, -6.63)
C (3.61, 1.49, -6.97)
Br (2.63, 2.39, -8.37)
H (3.37, -0.24, -5.69)
H (1.89, 0.38, -6.38)
H (4.65, 1.32, -7.29)
H (3.71, 2.07, -6.06)
Br (1.67, -6.44, -5.70)
C (0.64, -4.73, -5.85)
C (1.33, -3.70, -5.04)
Br (0.20, -1.98, -5.03)
H (-0.36, -4.84, -5.42)
H (0.61, -4.50, -6.92)
H (2.25, -3.29, -5.50)
H (1.42, -3.97, -3.97)
Br (1.14, -5.45, 4.79)
C (2.70, -5.31, 3.80)
C (2.84, -4.10, 2.81)
Br (1.53, -4.28, 1.41)
H (2.75, -6.28, 3.33)
H (3.46, -5.28, 4.58)
H (3.77, -4.29, 2.28)
H (2.86, -3.10, 3.19)
Br (-1.91, -2.03, 8.63)
C (-1.11, -3.52, 7.64)
C (-1.97, -4.76, 7.52)
Br (-2.35, -5.66, 9.28)
H (-0.18, -3.75, 8.07)
H (-0.96, -3.17, 6.64)
H (-1.34, -5.49, 7.01)
H (-3.00, -4.53, 7.20)
Br (-0.06, 3.43, -4.23)
C (-0.99, 4.79, -3.26)
C (-0.51, 5.01, -1.89)
Br (-1.06, 3.62, -0.64)
H (-2.01, 4.56, -3.30)
H (-0.76, 5.71, -3.74)
H (-1.09, 5.79, -1.48)
H (0.54, 5.20, -1.89)
C (-4.40, 5.37, 0.55)
O (-4.96, 6.64, 0.10)
C (-4.61, 7.09, -1.07)
O (-3.89, 6.56, -1.89)
O (-5.15, 8.38, -1.22)
C (-4.74, 8.99, -2.50)
H (-3.42, 5.58, 0.99)
H (-4.50, 4.60, -0.17)
H (-4.97, 5.14, 1.44)
H (-5.14, 8.42, -3.29)
H (-3.63, 9.05, -2.47)
H (-5.26, 9.90, -2.38)
C (3.51, 5.55, -4.64)
O (3.34, 4.13, -4.52)
C (2.92, 3.77, -3.31)
O (2.76, 4.57, -2.39)
O (2.90, 2.44, -3.30)
C (2.50, 1.99, -1.91)
H (3.51, 6.06, -3.64)
H (2.75, 6.03, -5.25)
H (4.50, 5.71, -5.08)
H (1.59, 2.49, -1.66)
H (3.21, 2.38, -1.23)
H (2.43, 0.83, -1.88)
C (-2.27, 0.54, 6.08)
O (-1.85, 1.45, 4.99)
C (-2.00, 2.71, 5.36)
O (-2.20, 3.10, 6.50)
O (-1.89, 3.42, 4.27)
C (-2.21, 4.78, 4.48)
H (-2.39, -0.34, 5.51)
H (-3.17, 0.91, 6.50)
H (-1.47, 0.55, 6.84)
H (-2.40, 5.10, 3.50)
H (-1.44, 5.37, 5.00)
H (-3.12, 4.84, 5.10)
C (-2.65, 1.56, 1.78)
O (-3.75, 2.27, 2.31)
C (-4.89, 2.30, 1.61)
O (-4.98, 2.09, 0.40)
O (-5.92, 2.53, 2.43)
C (-7.19, 2.65, 1.85)
H (-1.80, 2.18, 1.98)
H (-2.83, 1.45, 0.70)
H (-2.54, 0.55, 2.20)
H (-7.79, 1.75, 2.19)
H (-7.20, 2.57, 0.78)
H (-7.60, 3.59, 2.20)
C (-2.40, -2.88, -2.02)
O (-1.23, -3.60, -1.58)
C (-0.97, -4.69, -2.29)
O (-1.56, -5.07, -3.25)
O (0.08, -5.17, -1.65)
C (0.32, -6.53, -2.09)
H (-2.46, -2.04, -1.33)
H (-3.26, -3.53, -2.11)
H (-2.15, -2.52, -3.05)
H (-0.46, -7.23, -1.73)
H (1.25, -6.69, -1.59)
H (0.38, -6.51, -3.16)
C (-4.07, -1.69, -9.98)
O (-3.46, -0.42, -9.67)
C (-2.77, -0.42, -8.53)
O (-2.44, -1.38, -7.92)
O (-2.53, 0.83, -8.20)
C (-1.51, 1.14, -7.26)
H (-4.10, -1.76, -11.08)
H (-5.08, -1.72, -9.60)
H (-3.52, -2.60, -9.62)
H (-1.86, 2.09, -6.80)
H (-0.56, 1.22, -7.83)
H (-1.59, 0.30, -6.59)
C (1.46, 0.53, 10.17)
O (1.44, 1.96, 10.13)
C (1.11, 2.53, 9.03)
O (0.79, 2.11, 7.96)
O (1.26, 3.90, 9.25)
C (0.64, 4.79, 8.27)
H (0.69, 0.10, 9.49)
H (1.17, 0.35, 11.20)
H (2.47, 0.19, 9.92)
H (0.83, 5.74, 8.80)
H (-0.47, 4.57, 8.19)
H (1.01, 4.66, 7.25)
C (-3.90, 2.92, -3.59)
O (-4.22, 1.96, -4.60)
C (-4.00, 0.74, -4.34)
O (-3.54, 0.30, -3.29)
O (-4.34, 0.01, -5.38)
C (-4.25, -1.40, -5.24)
H (-4.60, 2.72, -2.77)
H (-4.14, 3.86, -3.99)
H (-2.90, 2.67, -3.30)
H (-5.00, -1.83, -5.89)
H (-4.35, -1.70, -4.19)
H (-3.27, -1.71, -5.47)
C (6.79, -6.80, 3.72)
O (6.85, -6.18, 2.42)
C (5.75, -6.56, 1.67)
O (4.78, -7.11, 2.09)
O (6.04, -6.09, 0.50)
C (4.96, -5.83, -0.39)
H (7.11, -7.87, 3.60)
H (5.81, -6.68, 4.19)
H (7.62, -6.31, 4.27)
H (4.74, -4.77, -0.33)
H (4.02, -6.29, -0.04)
H (5.17, -6.17, -1.40)
C (2.24, -2.51, -1.49)
O (2.71, -1.43, -2.37)
C (3.95, -1.59, -2.76)
O (4.64, -2.56, -2.65)
O (4.28, -0.42, -3.31)
C (5.50, -0.54, -4.05)
H (2.62, -2.26, -0.52)
H (2.66, -3.40, -1.90)
H (1.14, -2.39, -1.52)
H (5.45, -1.17, -4.90)
H (6.26, -0.89, -3.36)
H (5.74, 0.50, -4.36)
C (0.38, -0.93, 2.26)
O (-0.31, -1.21, 1.06)
C (-0.09, -0.31, 0.08)
O (0.75, 0.57, 0.15)
O (-0.99, -0.55, -0.92)
C (-0.66, 0.28, -2.09)
H (1.49, -0.98, 2.11)
H (0.02, -1.64, 2.98)
H (0.18, 0.06, 2.71)
H (-1.00, 1.32, -1.88)
H (-1.16, -0.11, -2.95)
H (0.43, 0.33, -2.24)

Properties
energy = -1525097.723 eV
HOMO energy = -10.07 eV
net charge = 0
F_max = 3.995 eV/A
frontier orbital gap = 10.151 eV

Mulliken population analysis, charges in e, atoms 1 to 5: -0.052 -0.143 -0.643 -0.178 -0.044